{"formula": "C13H19Cl2NPb", "method": "ωB97M-V with the def2-TZVPD basis set", "homo_lumo_gap_ha": [0.1357, 0.1378], "e_homo_ev": [-6.739, -6.762], "elements": ["Pb", "Cl", "Cl", "C", "H", "H", "C", "C", "H", "C", "H", "C", "H", "H", "C", "H", "H", "C", "H", "H", "H", "H", "N", "C", "C", "C", "C", "C", "C", "H", "H", "H", "H", "H", "H", "H"], "xyz": [[2.43793, -0.95810, 1.72864], [3.10148, -0.56697, -0.63517], [1.63018, -3.34170, 1.06402], [-0.93574, -1.18530, -1.07581], [0.00126, -1.77902, -0.99410], [-1.79761, -1.83476, -1.17244], [-0.22396, 1.08657, -1.82334], [-1.03740, -0.14871, -2.13354], [-0.60631, 1.68464, -1.00853], [-0.83269, -0.74153, -3.54351], [-2.06538, 0.24474, -2.21682], [0.65366, -0.72831, -3.89259], [-1.20830, -1.77322, -3.51158], [-1.37090, -0.09998, -4.27656], [1.15477, 0.71623, -3.85927], [1.21532, -1.32274, -3.15782], [0.88602, -1.20363, -4.85951], [0.94713, 1.50344, -2.48693], [2.21584, 0.78639, -4.16112], [0.52350, 1.28256, -4.56342], [1.80397, 1.23533, -1.82881], [0.95290, 2.60801, -2.60761], [0.39539, 0.51846, 1.64377], [-0.32030, 0.55750, 2.78891], [-0.93662, -0.65993, 3.24822], [-1.01849, -0.92556, 4.60421], [-0.69793, 0.05209, 5.55882], [-0.37843, 1.34443, 5.10335], [-0.30229, 1.64393, 3.74967], [-0.95798, -0.65097, -0.10691], [0.24644, 1.40353, 1.11802], [-1.21452, -1.41465, 2.50330], [-1.31224, -1.91775, 4.93463], [-0.71235, -0.18239, 6.62424], [-0.16537, 2.10886, 5.84206], [-0.07099, 2.65848, 3.40351]], "mulliken_charge": [0.74, -0.50, -0.55, -1.15, 0.23, 0.42, -0.26, 0.65, 0.57, -0.95, 0.34, -0.54, 0.34, 0.39, -0.68, 0.28, 0.35, -0.48, 0.32, 0.32, 0.05, 0.42, -0.42, 0.35, -0.37, -0.27, -0.52, -0.32, -0.53, 0.23, -0.09, 0.29, 0.36, 0.36, 0.34, 0.30]}

{"formula": "C19H24F5N2O21", "method": "ωB97M-V with the def2-TZVPD basis set", "charge": -1, "homo_lumo_gap_ha": 0.1716, "e_homo_ev": -3.484, "elements": ["C", "C", "O", "O", "H", "H", "H", "C", "C", "O", "C", "O", "O", "F", "H", "H", "H", "C", "C", "O", "C", "O", "O", "F", "H", "H", "H", "C", "C", "O", "C", "O", "O", "F", "H", "H", "H", "C", "C", "O", "C", "O", "O", "F", "H", "H", "H", "C", "C", "O", "C", "O", "O", "F", "H", "H", "H", "C", "N", "O", "O", "H", "H", "H", "C", "N", "O", "O", "H", "H", "H"], "xyz": [[-19.05849, 9.40831, 17.85013], [-19.14472, 9.54027, 19.41081], [-18.70475, 8.66821, 20.15752], [-19.39222, 10.63960, 19.87420], [-18.32610, 10.12901, 17.48640], [-19.97626, 9.73322, 17.35999], [-18.81645, 8.42951, 17.43606], [-22.10762, 3.37172, 18.96086], [-23.38249, 2.96007, 19.66407], [-23.28013, 1.58224, 19.75443], [-22.55656, 1.13316, 18.78031], [-22.48739, -0.01033, 18.36646], [-21.88828, 2.18147, 18.25557], [-24.51151, 3.28965, 18.95416], [-21.31755, 3.58830, 19.67987], [-22.23314, 4.25682, 18.33721], [-23.42224, 3.48326, 20.61947], [-24.00798, 13.29167, 14.90991], [-24.99069, 14.22939, 14.12622], [-24.89012, 15.50608, 14.68078], [-24.43549, 15.37317, 15.93612], [-24.51114, 16.15913, 16.85073], [-23.91525, 14.13247, 16.03769], [-26.23502, 13.85169, 14.15465], [-23.03256, 13.22961, 14.42741], [-24.62134, 12.40055, 15.04337], [-24.78330, 14.30650, 13.05891], [-12.19881, 9.77512, 15.81982], [-10.90397, 9.07599, 16.11724], [-11.12467, 8.58552, 17.41308], [-12.10906, 9.33699, 18.01365], [-12.39914, 9.33868, 19.22111], [-12.67357, 10.14564, 17.09288], [-9.92579, 9.91930, 16.05478], [-12.99625, 9.15698, 15.40739], [-12.13968, 10.64904, 15.17109], [-10.76071, 8.21338, 15.46647], [-18.00593, 17.04356, 17.12824], [-16.62580, 17.62761, 17.51894], [-16.74506, 18.92034, 17.11289], [-17.69349, 19.01404, 16.16020], [-17.88707, 20.00037, 15.40484], [-18.50351, 17.94159, 16.17573], [-15.69273, 16.94952, 16.87945], [-18.63968, 17.04986, 18.01505], [-17.96009, 15.99723, 16.82627], [-16.31494, 17.58535, 18.56283], [-23.51199, 3.78526, 27.50648], [-22.90815, 3.94759, 28.83846], [-21.86915, 4.89270, 28.53806], [-21.74080, 5.16183, 27.21576], [-20.81442, 5.77637, 26.67641], [-22.78255, 4.56937, 26.62541], [-22.35906, 2.81106, 29.17016], [-24.57818, 3.99256, 27.59788], [-23.34448, 2.77899, 27.12245], [-23.66031, 4.15675, 29.59912], [-23.97371, 4.84428, 13.09908], [-22.73734, 5.70626, 12.99712], [-22.74850, 6.87749, 13.28434], [-21.65419, 5.16030, 12.74903], [-23.81838, 3.80201, 12.82047], [-24.60280, 5.33691, 12.35766], [-24.49756, 4.87902, 14.05432], [-13.71282, 3.38452, 18.61441], [-12.79799, 2.93636, 17.57551], [-12.70097, 3.72670, 16.59438], [-12.17091, 1.83045, 17.73321], [-14.67896, 3.64613, 18.18287], [-13.11781, 4.19446, 19.03638], [-13.70631, 2.65756, 19.42656]], "mulliken_charge": [-0.74, 0.52, -0.73, -0.71, 0.18, 0.20, 0.27, -0.38, 0.28, -0.30, 0.69, -0.56, -0.33, -0.29, 0.30, 0.31, 0.28, -0.26, 0.22, -0.33, 0.71, -0.53, -0.34, -0.28, 0.31, 0.26, 0.24, -0.45, 0.35, -0.31, 0.66, -0.54, -0.30, -0.27, 0.29, 0.28, 0.29, -0.41, 0.33, -0.28, 0.66, -0.58, -0.27, -0.29, 0.27, 0.31, 0.27, -0.35, 0.36, -0.34, 0.68, -0.52, -0.33, -0.28, 0.28, 0.23, 0.26, -0.68, 0.81, -0.49, -0.50, 0.30, 0.29, 0.28, -0.67, 0.74, -0.46, -0.49, 0.27, 0.29, 0.31]}

{"formula": "C25H28CaCl2FN7O4S2", "method": "ωB97M-V with the def2-TZVPD basis set", "homo_lumo_gap_ha": 0.2734, "e_homo_ev": -7.278, "elements": ["Ca", "C", "C", "N", "C", "C", "C", "C", "C", "C", "C", "N", "C", "C", "N", "N", "H", "H", "H", "H", "H", "H", "H", "H", "H", "H", "H", "H", "H", "H", "H", "H", "H", "H", "S", "C", "N", "C", "C", "C", "C", "C", "C", "S", "H", "H", "H", "H", "Cl", "C", "Cl", "H", "H", "F", "C", "C", "N", "C", "C", "O", "O", "C", "O", "N", "C", "O", "H", "H", "H", "H"], "xyz": [[0.71251, 0.52999, -0.05987], [1.16327, 2.83680, 2.52883], [2.51046, 2.17071, 2.29461], [2.75922, 1.84422, 0.88453], [3.04660, 2.97582, 0.00412], [1.80214, 3.68205, -0.48451], [1.79358, 5.04886, -0.72686], [0.61836, 5.63098, -1.17678], [-0.51341, 4.84687, -1.33605], [-0.42766, 3.48701, -1.06568], [-1.62488, 2.58289, -1.21109], [-1.68370, 1.52791, -0.20144], [-2.21442, 1.94022, 1.09952], [-1.20754, 2.72300, 1.93155], [0.05004, 1.99797, 2.09096], [0.71949, 2.93239, -0.67368], [1.11197, 3.77518, 1.97375], [1.09664, 3.10620, 3.59025], [2.55113, 1.23193, 2.84964], [3.29050, 2.83129, 2.69520], [3.53576, 1.19548, 0.84378], [3.57426, 2.58670, -0.87076], [3.70618, 3.71234, 0.48087], [2.68442, 5.64098, -0.55855], [0.57728, 6.69445, -1.37771], [-1.45374, 5.28072, -1.65262], [-1.54192, 2.10480, -2.18937], [-2.52722, 3.20900, -1.20484], [-2.24177, 0.75131, -0.53891], [-2.51441, 1.03444, 1.62555], [-3.11581, 2.55783, 0.98845], [-1.67396, 2.98280, 2.89019], [-0.98157, 3.66909, 1.43661], [-0.05954, 1.21296, 2.72431], [0.41816, 1.01329, -3.54479], [-0.01570, -0.56339, -3.06159], [0.25619, -1.09566, -1.89137], [-0.06256, -2.44820, -1.84006], [0.29356, -3.32126, -0.81014], [-0.02827, -4.66295, -0.93064], [-0.71866, -5.14026, -2.04629], [-1.05763, -4.28768, -3.08338], [-0.70334, -2.94580, -2.98432], [-0.82855, -1.66905, -4.16014], [0.85911, -2.95309, 0.03862], [0.26956, -5.35646, -0.15384], [-0.98275, -6.18858, -2.10604], [-1.56344, -4.66428, -3.96428], [3.56100, -0.60589, -1.26707], [3.40951, -0.91890, -3.02646], [3.02714, -2.60319, -3.35509], [4.36988, -0.68536, -3.46359], [2.61383, -0.28002, -3.39342], [-2.08222, -6.20548, 1.98626], [-2.18848, -4.92530, 1.61949], [-1.53237, -3.96346, 2.26727], [-1.63388, -2.63827, 1.88502], [-0.90340, -1.62318, 2.64800], [0.62390, -1.74527, 2.42391], [1.19748, -2.64697, 3.01866], [1.12674, -0.89916, 1.60535], [-2.35773, -2.25949, 0.78197], [-2.41543, -1.10545, 0.37582], [-3.02688, -3.27763, 0.14918], [-3.02267, -4.63822, 0.46047], [-3.63722, -5.44617, -0.19338], [-0.86592, -4.15485, 3.09766], [-1.13874, -1.75396, 3.70319], [-1.27006, -0.66242, 2.30716], [-3.51242, -3.01322, -0.69610]], "mulliken_charge": [2.27, -0.88, -1.15, -0.10, -1.23, 0.60, -0.99, -0.59, -1.08, 0.69, -1.55, 0.39, -1.04, -0.83, 0.20, 0.92, 0.41, 0.50, 0.45, 0.50, 0.29, 0.34, 0.36, 0.49, 0.42, 0.49, 0.31, 0.33, 0.27, 0.19, 0.45, 0.52, 0.43, 0.20, -0.40, -0.38, 0.27, -1.22, -0.27, -0.76, -0.71, -0.49, 1.11, -0.35, 0.60, 0.54, 0.41, 0.42, -0.12, 0.14, -0.13, 0.44, -0.30, -0.35, 0.17, -0.03, 0.20, 0.50, 0.15, -0.72, -0.70, 0.18, -0.64, 0.07, 0.24, -0.63, 0.49, 0.35, -0.93, 0.25]}

How do the records compare in ΔE to the lowest compared entry with this formula, charge and spin? In the order shown, they have 36.72, 0.00, 58.06 kJ/mol.